[1]
{"formula": "C42H88O11", "method": "wB97M-V/def2-TZVPD", "total_charge": 1, "homo_energy_ha": [-0.3831, -0.3831], "spin_multiplicity": 2, "symbols": ["C", "C", "C", "O", "C", "H", "H", "H", "H", "H", "H", "H", "H", "C", "C", "C", "O", "C", "H", "H", "H", "H", "H", "H", "H", "H", "C", "C", "C", "O", "C", "H", "H", "H", "H", "H", "H", "H", "H", "C", "C", "C", "O", "C", "H", "H", "H", "H", "H", "H", "H", "H", "C", "C", "C", "O", "C", "H", "H", "H", "H", "H", "H", "H", "H", "C", "C", "C", "O", "C", "H", "H", "H", "H", "H", "H", "H", "H", "C", "C", "C", "O", "C", "H", "H", "H", "H", "H", "H", "H", "H", "C", "C", "C", "O", "C", "H", "H", "H", "H", "H", "H", "H", "H", "C", "C", "C", "O", "C", "H", "H", "H", "H", "H", "H", "H", "H", "C", "C", "C", "O", "H", "H", "H", "H", "H", "H", "H", "H", "C", "C", "C", "O", "H", "H", "H", "H", "H", "H", "H", "H"], "coordinates": [[4.461, 4.682, -0.899], [3.586, 3.715, -1.628], [2.935, 2.991, -0.521], [3.921, 2.863, 0.471], [4.540, 4.126, 0.518], [4.072, 5.683, -1.084], [5.430, 4.681, -1.399], [4.113, 3.011, -2.273], [2.888, 4.262, -2.262], [2.541, 2.002, -0.755], [2.057, 3.485, -0.105], [5.537, 4.111, 0.958], [4.004, 4.820, 1.167], [-2.749, 4.999, -0.867], [-3.269, 5.604, 0.375], [-2.388, 5.117, 1.484], [-1.363, 4.410, 0.844], [-1.964, 3.845, -0.324], [-2.110, 5.637, -1.477], [-3.565, 4.639, -1.494], [-4.297, 5.263, 0.501], [-3.268, 6.686, 0.245], [-2.961, 4.466, 2.144], [-2.006, 5.973, 2.041], [-2.623, 3.023, -0.044], [-1.105, 3.514, -0.908], [1.947, 2.986, 3.308], [0.553, 3.232, 3.842], [0.722, 3.558, 5.332], [2.060, 4.028, 5.429], [2.711, 4.039, 4.114], [1.850, 3.257, 2.257], [2.378, 2.009, 3.527], [-0.101, 2.365, 3.752], [0.023, 3.973, 3.244], [0.586, 2.595, 5.824], [0.033, 4.282, 5.765], [3.790, 3.885, 4.153], [2.515, 5.035, 3.718], [-2.440, -2.102, -3.662], [-3.903, -2.469, -3.548], [-3.882, -3.619, -4.561], [-2.889, -3.376, -5.480], [-2.073, -2.284, -5.126], [-1.803, -2.690, -3.002], [-2.307, -1.055, -3.388], [-4.586, -1.686, -3.878], [-4.105, -2.829, -2.539], [-4.841, -3.691, -5.075], [-3.784, -4.543, -3.991], [-2.460, -1.383, -5.604], [-1.015, -2.457, -5.318], [-5.535, 2.619, -3.589], [-4.379, 3.019, -4.493], [-3.149, 2.427, -3.792], [-3.578, 1.426, -2.929], [-4.906, 1.744, -2.490], [-6.285, 2.063, -4.150], [-5.997, 3.495, -3.133], [-4.252, 4.082, -4.697], [-4.578, 2.485, -5.422], [-2.675, 3.256, -3.266], [-2.400, 2.170, -4.541], [-4.822, 2.231, -1.518], [-5.369, 0.761, -2.396], [-0.744, -1.472, 4.663], [-0.145, -0.167, 4.981], [0.124, -0.313, 6.501], [0.686, -1.671, 6.558], [0.087, -2.459, 5.497], [-0.734, -1.772, 3.615], [-1.784, -1.505, 4.987], [-0.890, 0.625, 4.904], [0.719, 0.187, 4.419], [-0.787, -0.241, 7.095], [0.852, 0.415, 6.861], [-0.558, -3.239, 5.901], [0.771, -3.003, 4.845], [0.790, -0.393, 0.551], [-0.010, 0.818, 0.170], [-0.175, 0.592, -1.353], [0.151, -0.783, -1.582], [0.256, -1.489, -0.351], [0.694, -0.613, 1.614], [1.850, -0.205, 0.384], [0.464, 1.756, 0.460], [-0.950, 0.792, 0.722], [0.546, 1.279, -1.796], [-1.224, 0.837, -1.518], [1.073, -2.208, -0.407], [-0.683, -1.931, -0.017], [0.270, -5.234, -2.749], [1.305, -4.085, -2.788], [1.866, -4.146, -4.213], [0.691, -4.459, -4.913], [-0.180, -5.368, -4.219], [-0.557, -5.002, -2.078], [0.789, -6.128, -2.402], [2.031, -4.137, -1.977], [0.849, -3.131, -2.522], [2.629, -4.907, -4.379], [2.273, -3.210, -4.598], [0.001, -6.391, -4.550], [-1.236, -5.148, -4.371], [-3.471, -0.043, 1.861], [-3.294, -1.253, 1.047], [-4.648, -1.888, 0.781], [-5.523, -1.083, 1.602], [-4.823, -0.250, 2.512], [-3.414, 0.844, 1.229], [-2.688, -0.033, 2.619], [-2.752, -1.939, 1.699], [-2.805, -1.100, 0.085], [-4.602, -2.905, 1.172], [-4.963, -1.950, -0.261], [-4.639, -0.792, 3.440], [-5.446, 0.631, 2.666], [3.667, -0.281, -2.149], [4.136, -1.667, -1.520], [5.690, -1.833, -1.644], [3.830, -1.735, -0.148], [2.640, 0.020, -1.939], [3.837, -0.217, -3.223], [4.299, 0.517, -1.760], [3.659, -2.542, -1.962], [5.970, -1.946, -2.691], [6.078, -2.672, -1.066], [6.266, -0.959, -1.340], [4.246, -0.982, 0.279], [5.191, -3.673, 2.364], [4.064, -4.619, 2.046], [3.562, -5.346, 3.282], [3.020, -3.823, 1.537], [5.352, -2.851, 1.667], [6.136, -4.199, 2.499], [4.961, -3.092, 3.257], [4.368, -5.326, 1.274], [2.618, -5.799, 2.978], [3.379, -4.688, 4.131], [4.247, -6.136, 3.592], [3.272, -3.330, 0.753]], "lowdin_charge": [-0.155, -0.170, -0.251, -0.125, -0.207, 0.119, 0.117, 0.118, 0.125, 0.094, 0.112, 0.125, 0.100, -0.182, -0.177, -0.232, -0.154, -0.200, 0.127, 0.106, 0.122, 0.122, 0.118, 0.121, 0.116, 0.122, -0.108, -0.143, -0.058, 0.145, -0.045, 0.116, 0.137, 0.106, 0.123, 0.152, 0.171, 0.157, 0.173, -0.186, -0.145, -0.247, -0.121, -0.175, 0.104, 0.095, 0.111, 0.101, 0.118, 0.112, 0.117, 0.119, -0.151, -0.154, -0.239, -0.156, -0.170, 0.110, 0.106, 0.114, 0.109, 0.093, 0.124, 0.103, 0.117, -0.189, -0.212, -0.156, -0.129, -0.166, 0.107, 0.119, 0.096, 0.104, 0.123, 0.104, 0.118, 0.115, -0.173, -0.178, -0.167, -0.140, -0.173, 0.106, 0.094, 0.083, 0.090, 0.108, 0.104, 0.107, 0.111, -0.141, -0.169, -0.195, -0.158, -0.158, 0.101, 0.106, 0.090, 0.082, 0.118, 0.118, 0.114, 0.103, -0.193, -0.195, -0.154, -0.136, -0.188, 0.101, 0.094, 0.110, 0.107, 0.115, 0.109, 0.115, 0.125, -0.016, -0.405, -0.043, -0.086, 0.048, 0.083, 0.061, 0.119, 0.078, 0.076, 0.074, 0.102, -0.064, -0.504, -0.048, -0.069, 0.055, 0.084, 0.079, 0.136, 0.079, 0.075, 0.083, 0.036]}

[2]
{"formula": "C6H11NO", "method": "wB97M-V/def2-TZVPD", "e_above_lowest_ev": 2.448, "smiles": "C=CCCC(=O)NC", "homo_energy_ha": -0.3542, "symbols": ["C", "C", "C", "C", "C", "N", "C", "O", "H", "H", "H", "H", "H", "H", "H", "H", "H", "H", "H"], "coordinates": [[-0.082, 0.453, 0.987], [0.291, 0.841, -0.379], [-0.908, 1.453, -1.201], [-0.757, 2.468, -2.015], [-0.778, -0.873, 1.057], [-0.135, -2.024, 0.808], [1.325, -2.185, 0.824], [-1.955, -0.855, 1.258], [0.682, 0.825, 1.561], [-0.950, 1.139, 1.344], [0.943, 1.689, -0.407], [0.788, 0.022, -0.937], [-1.767, 0.830, -1.053], [0.138, 2.928, -2.455], [-1.416, 2.869, -2.660], [-0.670, -2.832, 0.681], [1.872, -1.662, -0.044], [1.708, -3.220, 0.816], [1.672, -1.867, 1.816]], "lowdin_charge": [-0.145, -0.206, -0.130, -0.009, -0.547, 0.033, -0.078, 0.071, 0.088, 0.159, 0.096, 0.112, 0.097, 0.073, 0.005, 0.119, 0.098, 0.081, 0.084]}

[3]
{"formula": "C2H8ClN4O2", "method": "wB97M-V/def2-TZVPD", "e_above_lowest_ev": 5.607, "total_charge": -1, "homo_energy_ha": -0.1368, "symbols": ["Cl", "C", "O", "N", "N", "H", "H", "H", "H", "C", "O", "N", "N", "H", "H", "H", "H"], "coordinates": [[-1.334, 1.114, 0.281], [-0.490, -0.477, -1.999], [0.533, -0.072, -1.453], [-0.375, -1.006, -3.199], [-1.796, -0.368, -1.817], [0.629, -0.907, -3.153], [-0.833, -0.332, -3.796], [-2.411, -0.921, -2.397], [-2.017, 0.235, -1.037], [1.121, 0.185, 1.834], [1.387, -0.013, 0.659], [0.155, 1.055, 2.179], [1.850, -0.290, 2.767], [-0.537, 1.440, 1.552], [-0.184, 1.222, 3.116], [2.739, -0.769, 2.747], [1.564, -0.096, 3.716]], "lowdin_charge": [0.293, -0.797, -0.034, 0.082, 0.043, 0.087, 0.091, 0.093, -0.171, -0.789, -0.021, -0.002, 0.135, -0.275, 0.071, 0.106, 0.088]}

[4]
{"formula": "C55H69AsCaClP3Si", "method": "wB97M-V/def2-TZVPD", "homo_energy_ha": -0.2192, "symbols": ["Ca", "C", "C", "C", "P", "C", "C", "C", "C", "C", "C", "C", "C", "C", "Si", "C", "C", "C", "C", "C", "C", "P", "C", "C", "C", "C", "C", "C", "C", "C", "C", "C", "C", "C", "P", "C", "C", "C", "C", "C", "C", "H", "H", "H", "H", "H", "H", "H", "H", "H", "H", "H", "H", "H", "H", "H", "H", "H", "H", "H", "H", "H", "H", "H", "H", "H", "H", "H", "H", "H", "H", "H", "H", "H", "H", "H", "H", "H", "H", "H", "H", "H", "H", "H", "H", "H", "H", "H", "H", "H", "H", "H", "H", "H", "H", "Cl", "C", "H", "H", "C", "C", "C", "C", "C", "C", "As", "C", "C", "C", "C", "C", "C", "C", "C", "C", "C", "C", "C", "H", "H", "H", "H", "H", "H", "H", "H", "H", "H", "H", "H", "H"], "coordinates": [[-1.785, -0.060, 0.479], [0.359, 0.384, -5.069], [-0.273, 1.480, -4.208], [-0.992, 2.532, -5.044], [-1.235, 0.713, -2.815], [-2.360, -0.533, -3.638], [-3.244, -0.251, -4.851], [-3.135, -1.195, -2.510], [-2.248, 2.074, -2.081], [-3.520, 2.404, -2.554], [-4.308, 3.344, -1.913], [-3.819, 3.987, -0.784], [-2.550, 3.695, -0.320], [-1.730, 2.740, -0.938], [-0.138, 2.132, -0.071], [0.105, 3.281, 1.461], [0.664, 4.552, 1.297], [1.065, 5.333, 2.368], [0.926, 4.845, 3.659], [0.355, 3.600, 3.857], [-0.072, 2.814, 2.780], [-0.898, 1.193, 3.061], [-2.215, 1.459, 4.356], [-3.498, 1.878, 3.645], [-1.979, 2.388, 5.549], [0.370, 0.078, 3.837], [-0.255, -1.301, 4.054], [1.072, 0.525, 5.116], [1.282, 2.725, -1.191], [1.084, 3.743, -2.132], [2.069, 4.112, -3.034], [3.283, 3.439, -3.035], [3.513, 2.453, -2.088], [2.541, 2.114, -1.142], [2.876, 1.001, 0.285], [4.012, 2.112, 1.274], [3.990, 1.709, 2.746], [5.442, 2.292, 0.776], [3.959, -0.299, -0.476], [3.112, -1.068, -1.488], [4.490, -1.254, 0.594], [1.031, 0.826, -5.807], [0.939, -0.313, -4.460], [-0.392, -0.188, -5.616], [0.543, 1.974, -3.688], [-1.829, 2.116, -5.605], [-1.381, 3.335, -4.419], [-0.298, 2.973, -5.766], [-1.616, -1.266, -3.969], [-4.056, 0.445, -4.645], [-2.675, 0.137, -5.694], [-3.709, -1.186, -5.176], [-3.895, -0.530, -2.102], [-3.606, -2.133, -2.812], [-2.411, -1.436, -1.722], [-3.907, 1.920, -3.439], [-5.297, 3.569, -2.290], [-4.427, 4.720, -0.266], [-2.178, 4.220, 0.553], [0.810, 4.933, 0.293], [1.498, 6.311, 2.196], [1.255, 5.430, 4.508], [0.244, 3.242, 4.869], [-2.365, 0.445, 4.744], [-3.357, 2.815, 3.097], [-3.831, 1.121, 2.940], [-4.295, 2.038, 4.374], [-1.906, 3.427, 5.225], [-2.835, 2.319, 6.224], [-1.087, 2.147, 6.123], [1.116, -0.002, 3.035], [-1.031, -1.275, 4.821], [-0.714, -1.700, 3.144], [0.504, -2.009, 4.393], [0.368, 0.615, 5.945], [1.818, -0.219, 5.408], [1.587, 1.476, 4.997], [0.120, 4.240, -2.175], [1.880, 4.902, -3.751], [4.051, 3.688, -3.755], [4.470, 1.949, -2.086], [3.500, 3.080, 1.199], [4.367, 0.695, 2.902], [4.614, 2.386, 3.336], [2.976, 1.754, 3.143], [6.006, 1.357, 0.816], [5.482, 2.668, -0.244], [5.971, 3.011, 1.408], [4.810, 0.151, -0.995], [2.277, -1.560, -0.979], [2.698, -0.411, -2.257], [3.707, -1.846, -1.975], [3.668, -1.678, 1.177], [5.025, -2.087, 0.129], [5.175, -0.764, 1.287], [-4.209, -1.534, 1.469], [-4.211, 0.092, 0.524], [-4.767, 0.775, 1.168], [-4.863, -0.121, -0.325], [3.748, -4.981, 1.469], [3.061, -4.144, 2.335], [1.875, -3.548, 1.928], [1.361, -3.800, 0.663], [2.050, -4.644, -0.203], [3.244, -5.224, 0.199], [-0.337, -2.982, 0.181], [-1.625, -4.332, 0.687], [-2.077, -4.621, 1.963], [-3.062, -5.583, 2.130], [-3.597, -6.233, 1.026], [-3.153, -5.937, -0.253], [-2.158, -4.981, -0.431], [-1.578, -4.568, -1.724], [-1.930, -5.062, -2.975], [-1.285, -4.590, -4.108], [-0.295, -3.620, -4.010], [0.049, -3.099, -2.769], [-0.588, -3.581, -1.636], [4.677, -5.440, 1.780], [3.454, -3.942, 3.323], [1.366, -2.869, 2.600], [1.663, -4.847, -1.193], [3.780, -5.873, -0.482], [-1.677, -4.099, 2.825], [-3.423, -5.818, 3.123], [-4.371, -6.976, 1.164], [-3.585, -6.448, -1.104], [-2.703, -5.815, -3.072], [-1.559, -4.980, -5.080], [0.201, -3.261, -4.904], [0.800, -2.321, -2.692]], "lowdin_charge": [0.749, -0.116, -0.542, -0.099, 1.074, -0.544, -0.097, -0.136, -0.391, -0.098, -0.083, -0.082, -0.101, -0.358, 0.531, -0.313, -0.102, -0.079, -0.081, -0.119, -0.356, 1.019, -0.531, -0.128, -0.119, -0.547, -0.148, -0.109, -0.334, -0.133, -0.091, -0.083, -0.101, -0.381, 1.075, -0.541, -0.129, -0.111, -0.572, -0.131, -0.118, 0.080, 0.059, 0.062, 0.060, 0.061, 0.068, 0.079, 0.063, 0.059, 0.054, 0.080, 0.051, 0.090, 0.013, 0.080, 0.101, 0.102, 0.091, 0.095, 0.102, 0.102, 0.073, 0.095, 0.082, 0.020, 0.082, 0.074, 0.079, 0.052, 0.081, 0.074, 0.031, 0.071, 0.067, 0.081, 0.053, 0.104, 0.104, 0.100, 0.089, 0.100, 0.065, 0.078, 0.041, 0.068, 0.057, 0.077, 0.092, 0.042, 0.060, 0.085, 0.053, 0.080, 0.057, 0.302, -0.699, -0.061, -0.060, -0.085, -0.090, -0.129, -0.383, -0.092, -0.076, 1.335, -0.329, -0.103, -0.079, -0.073, -0.019, -0.192, -0.195, -0.019, -0.070, -0.088, -0.107, -0.357, 0.104, 0.108, 0.068, 0.099, 0.105, 0.098, 0.105, 0.105, 0.107, 0.108, 0.105, 0.106, 0.088]}